[1]
This record from OMol25 describes a 2-piece molecular cluster, CH2NO4S overall in a non-equilibrium geometry. The level of theory is the ωB97M-V functional and the def2-TZVPD basis.

Lowest unoccupied orbital energy in eV: 4.0
Net charge: -1
HOMO-LUMO gap in eV: 9.08
2S+1: 1
E_HOMO in eV: -5.1

Structure (XYZ):
```
9
Properties=species:S:1:pos:R:3:forces:R:3:mulliken_charge:R:1
C 1.7217 0.5897 0.0408 1.1 -2.9 0.1 0.29
N 1.8766 -0.5530 -0.0970 0.4 1.9 0.0 -0.62
O -0.6947 -1.5445 -0.0728 -3.3 0.8 -1.7 -0.46
O -2.5703 0.0347 -0.0640 0.5 -0.4 -0.7 -0.70
O -0.5754 0.6327 -1.4011 -0.4 -1.0 1.4 -0.64
O -0.5553 0.6242 1.0781 0.6 -0.2 -0.5 -0.70
S -1.1161 0.0453 -0.1518 -2.2 1.4 -0.1 1.15
H 1.8020 1.5877 0.3438 -0.4 0.9 -0.1 0.29
H 0.1114 -1.4168 0.3241 3.7 -0.4 1.5 0.38
```
Positions in Å, forces in eV/Å.



[2]
This record from OMol25 describes CHInO3 as an isolated structure in a non-equilibrium geometry. The level of theory is the ωB97M-V functional and the def2-TZVPD basis.

Lowest unoccupied orbital energy (spin up / spin down) in eV: -5.6 / -7.5
Net charge: +1
HOMO-LUMO gap (spin up / spin down) in eV: 11.23 / 8.51
<S²>: 0.7581
2S+1: 2
E_HOMO (spin up / spin down) in eV: -16.8 / -16.0

Structure (XYZ):
```
6
Properties=species:S:1:pos:R:3:forces:R:3:mulliken_charge:R:1
In 2.4948 -1.0461 -1.3402 -0.1 0.1 0.0 0.95
O -0.2976 -0.5024 -0.4661 -0.2 0.1 -0.4 -0.42
C -0.4100 0.5576 0.3480 1.4 -2.1 -1.9 0.76
O 0.2024 1.5589 0.1298 1.7 3.4 -0.8 -0.32
O -0.9713 0.4249 1.3927 -2.3 0.2 3.5 -0.29
H -1.0183 -0.9929 -0.0642 -0.5 -1.7 -0.5 0.32
```
Positions in Å, forces in eV/Å.



[3]
This record from OMol25 describes an isolated ion of composition C4H7N4 and charge +1 in a non-equilibrium geometry. The level of theory is the ωB97M-V functional and the def2-TZVPD basis.

Lowest unoccupied orbital energy in eV: -4.4
Net charge: +1
HOMO-LUMO gap in eV: 10.64
SMILES: [H]/N=C/NC(=[NH2+])CC#N
2S+1: 1
E_HOMO in eV: -15.0

Structure (XYZ):
```
15
Properties=species:S:1:pos:R:3:forces:R:3:mulliken_charge:R:1
C -1.8719 -0.3084 0.2997 1.4 -1.2 0.8 0.05
C -0.0137 1.4692 -0.8034 -1.4 4.5 -1.5 -0.22
C -0.6564 -0.8103 1.0525 -1.4 3.5 -1.5 -0.37
C 0.5906 -0.6211 0.1829 -0.4 -2.6 0.4 0.66
N -2.8411 -0.0328 -0.2319 -0.7 0.4 -0.5 -0.30
N 0.1135 2.3934 0.0404 -0.3 0.6 0.2 -0.49
N 0.7611 0.3182 -0.6754 0.6 1.1 -2.2 -0.12
N 1.3991 -1.6659 0.2233 1.5 -0.9 -0.1 -0.37
H -0.4936 1.7724 -1.8163 0.8 -1.7 1.4 0.38
H -0.6922 -0.0874 1.9121 0.7 -1.3 -0.2 0.31
H -0.8115 -1.8488 1.2170 0.1 -0.7 0.8 0.33
H -0.3122 3.3090 -0.2693 0.2 -1.5 0.5 0.31
H 1.4063 0.3874 -1.5060 -0.2 -1.3 1.6 0.33
H 2.3744 -1.6916 -0.1296 -1.2 0.3 0.0 0.26
H 1.0477 -2.5832 0.5040 0.2 0.7 0.3 0.23
```
Positions in Å, forces in eV/Å.



[4]
This record from OMol25 describes C4H5O4 as an isolated structure in a non-equilibrium geometry. The level of theory is the ωB97M-V functional and the def2-TZVPD basis.

Lowest unoccupied orbital energy in eV: 3.8
Net charge: -1
HOMO-LUMO gap in eV: 6.62
2S+1: 1
E_HOMO in eV: -2.8

Structure (XYZ):
```
13
Properties=species:S:1:pos:R:3:forces:R:3:mulliken_charge:R:1
C -0.1103 -0.1318 -0.4612 0.1 -1.9 -1.4 -0.99
C 2.4004 0.6320 -0.2706 -1.1 -0.7 -4.7 -0.41
C 1.0847 0.5079 0.3089 -2.7 -2.0 1.5 0.49
C -2.9619 -0.2183 -0.0298 1.1 1.2 -0.8 0.17
O -0.1339 -1.5558 -0.2237 0.2 1.8 -1.3 -0.26
O -1.7301 0.3031 0.1297 -1.4 -0.1 0.6 -0.20
O 1.5619 1.7241 -0.1611 -0.6 2.3 1.5 -0.36
O -4.0051 0.4525 -0.1666 1.7 -0.9 0.6 -0.60
H 3.2655 0.6162 0.2842 1.9 -0.1 1.4 0.30
H 2.4720 0.4612 -1.3792 0.4 -0.7 1.2 0.23
H 1.1786 0.2853 1.4036 -0.4 0.8 -0.2 0.17
H -3.0661 -1.3386 -0.1178 0.5 0.7 0.2 0.25
H 0.0445 -1.7378 0.6836 0.3 -0.3 1.5 0.20
```
Positions in Å, forces in eV/Å.



[5]
This record from OMol25 describes a 4-piece molecular cluster, C19H49N3O7 overall in a non-equilibrium geometry. The level of theory is the ωB97M-V functional and the def2-TZVPD basis.

Lowest unoccupied orbital energy in eV: 0.7
HOMO-LUMO gap in eV: 9.14
SMILES: COCCNCCOC.COCCNCCOC.COCCNCCOC.CO
2S+1: 1
E_HOMO in eV: -8.5

Structure (XYZ):
```
78
Properties=species:S:1:pos:R:3:forces:R:3:mulliken_charge:R:1
C 10.7880 13.5160 49.8020 0.0 0.4 0.3 -0.48
O 11.7300 13.8450 50.8340 -1.6 0.2 -0.2 -0.67
H 9.7140 13.5050 50.2190 1.6 0.9 -1.2 0.22
H 10.9660 12.5230 49.4920 -0.1 -1.7 -0.1 0.10
H 11.1710 14.0380 48.8840 -1.7 0.5 0.6 0.25
H 12.5000 13.3970 50.5110 1.8 -0.2 0.5 0.32
C 13.7090 9.1690 53.4000 5.0 -2.1 0.4 -0.79
O 13.8160 9.6470 52.1710 -0.5 0.0 -4.3 -0.31
C 14.0640 10.9970 51.9610 -0.8 -0.9 2.7 -0.52
C 13.9670 11.2750 50.4890 -3.2 3.0 2.4 -0.57
N 14.2910 12.6970 50.3280 0.8 2.0 2.6 -0.26
C 14.5850 13.1080 48.9700 4.9 -3.1 1.3 -0.55
C 14.8940 14.5510 48.7820 -3.2 0.7 -1.5 -0.37
O 15.3770 14.7140 47.4140 -0.4 1.1 1.0 -0.32
C 15.2050 16.0570 46.9550 -1.6 1.9 3.8 -0.74
H 14.6730 9.2750 54.0740 -0.6 -0.7 -1.5 0.23
H 13.4920 8.1720 53.1210 -0.6 -1.4 1.5 0.26
H 13.1560 9.7060 54.0000 -4.4 2.4 2.9 0.37
H 15.1090 10.9600 52.4130 -0.8 2.0 -0.6 0.35
H 13.2280 11.5040 52.5850 1.8 0.3 -0.9 0.12
H 13.0170 10.8950 50.0420 0.6 0.7 0.3 0.10
H 14.7550 10.8840 50.1020 4.6 -3.9 -3.0 0.85
H 15.1920 12.8630 50.9870 -2.8 -0.3 -2.1 0.27
H 13.7880 12.8090 48.3650 -1.0 -0.6 -1.3 0.23
H 15.6070 12.4060 48.7870 -2.4 1.8 -0.9 0.28
H 15.5170 14.9710 49.5300 1.1 0.4 0.5 0.43
H 13.8270 15.0440 48.9460 2.0 -0.3 -0.6 0.14
H 14.1410 16.3890 46.9090 0.1 -0.9 -0.1 0.29
H 15.5790 16.2810 46.0150 1.3 -0.3 -1.7 0.34
H 15.5540 16.8910 47.7190 0.2 -1.8 -1.3 0.25
C 9.6390 9.5030 47.8950 -0.5 0.9 1.9 -0.93
O 10.5120 10.5020 47.3710 1.2 -1.7 -1.1 -0.23
C 11.1260 10.0180 46.1220 4.8 0.2 5.4 -0.77
C 12.2100 8.9070 46.3480 -3.9 0.5 -3.7 -1.09
N 12.9490 8.5920 45.1420 -0.7 -0.2 -0.5 -0.31
C 13.7200 7.4210 45.3580 1.3 -0.4 1.6 -0.39
C 14.7030 7.2670 44.2400 2.8 3.8 2.3 -0.50
O 15.4300 6.1660 44.4990 2.3 -2.6 -1.0 -0.33
C 16.4720 5.9350 43.4490 -2.1 4.3 2.1 -0.70
H 9.2980 9.9040 48.8270 0.6 0.5 1.4 0.31
H 9.9110 8.4630 48.2110 0.5 0.8 -1.3 0.32
H 8.6550 9.6370 47.5230 -0.9 -0.9 -1.9 0.41
H 11.7810 10.7290 45.7220 0.2 2.1 -0.5 0.32
H 10.4060 9.8280 45.5080 -4.2 -1.8 -4.0 0.49
H 11.7710 8.0710 46.7690 -0.9 -2.2 0.4 0.55
H 12.9360 9.1420 46.9460 3.5 2.4 4.5 0.65
H 13.6550 9.2620 44.9420 0.1 1.5 0.0 0.28
H 13.0850 6.6480 45.1100 -1.6 -2.3 0.5 0.22
H 14.1720 7.2370 46.4680 -0.7 0.6 -2.5 0.24
H 15.4760 8.2270 44.2300 -1.8 -1.7 -0.2 0.21
H 14.1450 7.2760 43.3590 -0.7 -0.1 -2.0 0.41
H 15.9290 6.1840 42.5580 0.5 -0.2 -1.0 0.31
H 16.8050 4.9920 43.5400 0.8 -3.4 0.1 0.29
H 17.3130 6.6270 43.6810 -0.5 -0.2 -0.5 0.25
C 9.7830 10.6000 56.5200 -5.2 -2.9 -7.2 -1.01
O 10.1650 11.0460 55.2210 0.5 -0.9 -0.1 -0.30
C 10.1200 12.4320 55.0290 2.0 0.4 -0.7 -0.56
C 10.3180 12.6870 53.4930 -3.3 -0.1 3.3 -0.16
N 10.3400 14.1020 53.3250 -1.0 0.5 1.4 -0.13
C 9.0170 14.7530 53.0810 4.8 0.1 7.9 -0.98
C 9.2560 16.1910 52.9950 -5.2 0.3 -1.3 -0.67
O 7.8910 16.7980 52.9810 1.9 -2.6 1.8 -0.33
C 7.8600 18.1230 52.6390 -1.1 -1.0 -1.7 -0.80
H 8.5780 10.5440 56.3730 2.3 -1.1 0.8 0.25
H 9.7690 11.3570 57.0560 1.0 6.7 6.0 0.55
H 10.2790 9.7590 56.8280 1.0 -2.0 0.7 0.25
H 11.0110 12.8990 55.5370 -0.7 -0.2 -0.3 0.25
H 9.2340 12.9580 55.4130 -0.2 -0.4 -0.1 0.39
H 9.4250 12.2800 53.0290 -0.3 -0.6 -0.4 0.24
H 11.1350 12.1190 53.1660 1.5 -0.2 -0.6 0.11
H 10.8640 14.1570 52.5270 1.7 1.3 -2.5 0.37
H 8.2870 14.3560 53.7650 -0.2 0.6 0.9 0.46
H 8.6960 14.5630 52.2570 -3.9 -3.2 -10.0 0.40
H 9.7380 16.4710 52.1140 0.8 0.2 -1.9 0.40
H 9.8400 16.4460 53.7430 2.4 2.1 4.1 0.56
H 7.8890 18.0510 51.5510 0.1 1.4 -0.4 0.29
H 8.6310 18.6770 53.0620 1.6 1.2 0.6 0.32
H 6.9160 18.4780 52.9870 -0.7 0.6 0.0 0.26
```
Positions in Å, forces in eV/Å.



[6]
This record from OMol25 describes a single C17H17BCl2N2O4S molecule in a non-equilibrium geometry. The level of theory is the ωB97M-V functional and the def2-TZVPD basis.

Lowest unoccupied orbital energy in eV: -0.4
HOMO-LUMO gap in eV: 8.32
SMILES: C=CC(=O)N(CC(=O)N[C@@H](Cc1ccsc1)B(O)O)c1ccc(Cl)c(Cl)c1
2S+1: 1
E_HOMO in eV: -8.7

Structure (XYZ):
```
44
Properties=species:S:1:pos:R:3:forces:R:3:mulliken_charge:R:1
O 2.0929 2.1258 0.5089 0.1 -0.2 -1.7 -0.66
O 0.1606 -2.5559 -1.6769 -0.3 -1.4 -0.4 -0.77
Cl 0.6712 -1.3153 5.6532 0.1 0.1 -1.0 -0.19
Cl 2.2238 1.2507 4.9186 0.1 0.4 -0.3 -0.22
O -1.4052 -1.7833 -3.8534 -0.3 0.5 0.5 -0.74
O -2.9269 0.1343 -3.9599 0.4 -1.2 -0.4 -0.56
S -1.8067 0.2088 2.8119 -0.7 0.7 0.0 -0.02
B -2.1025 -0.7342 -3.2747 1.4 0.1 0.2 0.82
C 2.3232 1.2529 -0.3235 -0.6 -0.2 1.7 1.15
C 0.5283 -1.4359 -1.4073 -0.7 1.8 -0.3 0.55
C 3.1112 2.7864 -2.0448 0.1 1.5 0.2 -0.84
C -3.4703 0.6587 2.5277 1.0 -0.8 0.2 -0.47
C -1.4360 0.3471 1.1483 -0.8 -0.2 -0.2 0.48
C 2.9234 1.5617 -1.6277 0.6 -1.1 -0.3 -0.49
C -3.7085 0.7783 1.2064 -0.2 0.1 -0.9 -0.89
C -2.5534 0.5679 0.3821 0.4 0.7 1.3 0.08
C 0.6853 -1.8281 2.9846 0.8 0.2 -0.4 -1.14
C 1.0386 -1.6087 1.6638 0.2 -0.1 -0.8 0.27
C 2.1417 0.4050 2.3386 0.0 0.1 -0.2 -0.53
C 1.0964 -0.9600 3.9675 -1.0 -0.7 1.3 0.38
C 1.7554 0.1949 3.6358 0.7 -0.3 0.6 -0.09
C 1.7750 -0.4775 1.3058 -0.3 0.5 1.8 0.19
N 2.0586 -0.1139 -0.0096 0.8 0.7 -1.2 0.12
N -0.3200 -0.3704 -1.4521 0.3 -0.5 -0.2 0.09
C 1.9680 -1.1504 -1.0489 0.0 0.7 1.3 -0.88
C -2.5066 0.6740 -1.0947 -0.3 0.7 -0.4 -1.10
C -1.7772 -0.4751 -1.7181 0.0 -0.8 -0.9 -0.31
H -0.8046 -2.2187 -3.1846 -0.8 0.3 -0.7 0.39
H -2.9727 -0.1768 -4.8819 -0.2 0.3 0.3 0.30
H 2.8300 3.6184 -1.4209 -0.4 0.1 0.1 0.29
H 3.6236 3.0742 -2.9478 0.1 -0.4 -0.2 0.30
H -4.1845 0.6528 3.3283 0.0 0.1 0.2 0.42
H -0.4450 0.2218 0.7549 -0.1 0.0 0.4 0.19
H 3.3964 0.7635 -2.1667 -0.1 -0.3 -0.4 0.24
H -4.6867 1.0047 0.7923 0.1 0.0 0.1 0.38
H 0.1338 -2.6903 3.2477 -0.5 -0.7 0.2 0.43
H 0.7139 -2.3094 0.8969 0.0 0.0 0.3 0.29
H 2.6316 1.3284 2.1020 0.2 -0.2 0.3 0.61
H 0.0395 0.5611 -1.2740 -0.1 -0.3 -0.1 0.31
H 2.5129 -0.7743 -1.8877 0.0 -0.2 -0.7 0.32
H 2.4328 -2.0762 -0.7067 -0.1 0.1 0.0 0.35
H -2.0818 1.6482 -1.4326 -0.2 -0.5 0.2 0.31
H -3.5190 0.6526 -1.4973 -0.1 0.1 0.0 0.42
H -2.1604 -1.4178 -1.2836 0.4 0.3 0.4 0.22
```
Positions in Å, forces in eV/Å.



The DFT total energy results, record by record, are as follows: -793.2612; -454.2257; -375.3372; -456.2520; -1443.7191; -2412.0110 a.u..
The relative energy (zero: lowest compared OMol25 entry of this formula, charge and spin) results, record by record, are as follows: 22.03; 11.94; 40.97; 139.54; 238.12; 9.33 kcal/mol.